# C10H31N9O6

A cluster of 5 separate species, C10H31N9O6 in total at a distorted geometry (wB97M-V/def2-TZVPD, the OMol25 dataset).

```
56
C10H31N9O6 wB97M-V/def2-TZVPD
C -0.36 1.15 6.30
O 0.19 -0.03 5.74
C -0.63 -0.63 4.73
C 0.22 -0.96 3.51
N 0.32 0.17 2.60
C 1.22 1.23 3.05
C 1.55 2.15 1.91
O 2.37 1.51 0.96
C 2.96 2.42 0.07
H 0.48 1.79 6.61
H -0.90 0.94 7.23
H -0.97 1.71 5.60
H -1.50 -0.06 4.39
H -0.93 -1.59 5.16
H -0.21 -1.78 2.94
H 1.18 -1.33 3.87
H 0.59 -0.05 1.65
H 2.13 0.85 3.54
H 0.80 1.82 3.88
H 2.02 3.08 2.24
H 0.58 2.47 1.48
H 3.71 1.85 -0.48
H 3.47 3.24 0.59
H 2.24 2.86 -0.62
N -2.60 -0.37 -5.34
C -2.38 -1.72 -5.30
N -1.85 -2.25 -6.43
O -2.65 -2.41 -4.34
H -2.08 0.25 -5.93
H -3.14 0.04 -4.61
H -1.52 -1.63 -7.16
H -1.73 -3.24 -6.51
N 1.17 0.02 -1.65
C 0.56 -1.19 -1.75
N -0.59 -1.22 -2.45
O 1.09 -2.21 -1.29
H 0.74 0.89 -1.91
H 1.97 0.02 -1.04
H -1.12 -2.07 -2.51
H -0.99 -0.35 -2.77
N 2.77 -2.93 0.96
C 1.94 -3.48 1.88
N 0.72 -3.81 1.36
O 2.24 -3.63 3.06
H 3.61 -2.53 1.32
H 2.40 -2.76 0.03
H 0.45 -3.56 0.42
H 0.00 -4.09 2.00
N -1.97 3.31 -4.22
C -2.06 2.32 -3.28
N -3.30 2.17 -2.72
O -1.13 1.58 -3.02
H -1.04 3.53 -4.54
H -2.71 3.95 -4.42
H -3.95 2.91 -2.91
H -3.38 1.64 -1.88
```

The orbital gap is 8.075 eV. Its SMILES is COCCNCCOC.NC(N)=O.NC(N)=O.NC(N)=O.NC(N)=O. As for the calculated total energy: -1343.9925 hartree.

Here are the Mulliken charges for atoms 1 to 6, given in e: -0.829 -0.313 -0.812 -0.363 -0.308 -0.291